(1)
Here is C20H46HfOP4S as an isolated structure at a distorted geometry from OMol25. Energies are from ωB97M-V/def2-TZVPD.

Molecular weight ... 637.04 g/mol
HOMO ... -19.30 eV
LUMO level ... -14.6 eV
Net charge ... +4
HOMO-LUMO gap ... 4.75 eV

```
73
Properties=species:S:1:pos:R:3:forces:R:3:mulliken_charge:R:1
Hf 0.6653 1.0990 0.0521 1.52 -0.44 1.96 -0.003
P -1.3906 0.6661 1.6575 -1.57 -0.29 1.36 1.040
P 0.4141 -1.5475 -0.7533 0.39 -1.68 -0.77 0.630
P -1.2553 1.6258 -1.8838 -2.95 0.10 -1.15 1.397
H 1.8918 5.0734 -1.4830 -0.18 -0.45 -0.18 0.437
C 1.1404 4.2639 -1.5436 0.49 0.68 -0.46 -0.812
C 0.1034 4.5764 -0.4774 -0.63 1.87 0.41 -0.669
H 0.2563 5.6043 -0.1171 -0.28 -0.04 -0.45 0.588
C -0.8164 0.4949 3.3882 0.50 0.17 -0.03 -1.247
C -2.4982 -0.7934 1.5793 0.15 -0.17 -0.45 -1.361
C -2.6179 2.0125 1.8303 0.21 0.22 -0.25 -1.218
C 1.7074 -2.0190 -1.9679 0.03 0.32 -0.09 -1.220
C 0.7585 -2.7681 0.5786 -0.06 0.27 0.43 -1.199
C -1.0700 -2.3673 -1.4717 -0.24 0.35 0.02 -1.700
C -1.8576 3.1143 -2.7432 0.27 0.46 0.33 -1.612
C -2.8133 0.7210 -1.6563 -0.10 -0.18 0.30 -1.134
C -0.4295 0.7574 -3.2839 1.16 -0.36 0.30 -1.056
H 0.7566 4.3069 -2.5681 0.01 -0.09 0.23 0.459
H -0.9527 4.5095 -0.7624 0.30 -0.17 0.17 0.269
H -0.0158 1.2159 3.5983 -0.21 -0.14 0.14 0.332
H -0.4418 -0.5213 3.5675 -0.15 0.29 -0.10 0.209
H -1.6682 0.6905 4.0547 0.26 -0.09 -0.17 0.668
H -1.9256 -1.7274 1.6169 -0.16 0.17 0.04 0.328
H -3.1046 -0.7833 0.6674 0.07 -0.06 0.25 0.424
H -3.1708 -0.7578 2.4475 0.19 0.05 -0.17 0.564
H -2.1217 2.9876 1.7616 -0.29 -0.12 0.16 0.300
H -3.0835 1.9063 2.8196 0.00 0.11 -0.33 0.558
H -3.3908 1.9489 1.0566 0.09 0.07 0.26 0.392
H 1.6008 -3.0763 -2.2499 0.02 0.27 0.12 0.473
H 2.7031 -1.8594 -1.5340 -0.19 -0.04 -0.17 0.346
H 1.6157 -1.4009 -2.8694 0.13 -0.23 0.09 0.362
H 0.4127 -3.7638 0.2639 0.12 0.34 -0.01 0.581
H 0.2224 -2.4917 1.4959 0.17 -0.18 -0.17 0.312
H 1.8346 -2.8267 0.7852 -0.34 0.05 -0.08 0.430
H -0.8438 -3.4342 -1.6065 0.04 0.32 0.03 0.641
H -1.3454 -1.9544 -2.4463 -0.02 -0.18 0.16 0.490
H -1.9234 -2.2838 -0.7883 0.15 -0.08 -0.17 0.420
H -2.3782 2.7742 -3.6498 0.11 0.03 0.29 0.630
H -1.0293 3.7691 -3.0318 -0.33 -0.11 -0.06 0.328
H -2.5609 3.6666 -2.1075 0.08 -0.09 -0.18 0.481
H -3.4638 0.9674 -2.5077 0.15 -0.06 0.18 0.621
H -3.3123 1.0361 -0.7339 0.02 -0.06 -0.32 0.356
H -2.6491 -0.3625 -1.6342 -0.02 0.35 0.04 0.192
H -0.8709 1.1352 -4.2184 -0.01 0.15 0.37 0.633
H -0.5781 -0.3304 -3.2398 0.01 0.48 0.18 0.294
H 0.6497 0.9605 -3.3157 -0.16 -0.08 -0.24 0.233
C 2.0139 3.0300 0.3097 -1.59 -1.18 -0.04 0.438
C 1.8924 2.9800 -1.1951 1.04 1.31 0.06 1.521
C 3.2174 2.8187 -1.9120 0.00 -0.49 0.15 -1.336
C 4.3637 2.6289 -1.2151 -0.33 -0.17 -1.46 -0.784
C 4.4074 2.6541 0.2004 -1.19 0.33 1.98 -0.944
C 3.2612 2.9222 0.9417 1.95 0.12 -0.01 -0.474
S 0.4735 3.6733 1.0511 1.52 -1.52 -1.60 0.132
H -0.7201 2.4375 -0.4757 -0.17 -0.59 -1.02 -0.377
H 1.2214 2.1044 -1.5646 0.22 0.33 -0.44 -0.780
H 3.1974 2.8433 -3.0101 0.06 0.10 0.53 0.611
H 5.3078 2.4825 -1.7453 -0.33 0.17 0.01 0.515
H 5.3711 2.5214 0.6969 -0.31 0.19 -0.06 0.596
H 3.2959 3.1259 2.0113 0.15 -0.11 -0.31 0.984
C 2.3025 -1.5584 3.4680 0.01 -0.34 0.15 -1.009
P 2.9828 -0.3455 2.3612 0.38 -0.22 0.40 1.132
C 3.7049 0.9332 3.3665 0.24 0.13 0.13 -1.081
C 4.2103 -1.0469 1.2763 0.19 -0.13 -0.02 -0.942
O 1.8460 0.2394 1.4606 -0.76 0.34 -0.67 -0.916
H 3.1147 -1.8955 4.1279 -0.19 0.02 -0.08 0.516
H 1.9057 -2.4302 2.9366 0.15 0.23 0.19 0.363
H 1.5135 -1.1153 4.0894 0.31 -0.06 -0.10 0.385
H 4.2272 0.4782 4.2189 -0.10 0.08 -0.16 0.556
H 4.4224 1.5183 2.7839 -0.08 -0.19 0.23 0.346
H 2.9179 1.5939 3.7468 0.12 -0.14 0.06 0.337
H 3.7797 -1.8259 0.6340 0.14 0.15 0.24 0.242
H 4.6463 -0.2614 0.6465 -0.09 -0.12 0.16 0.267
H 5.0105 -1.4873 1.8855 -0.09 0.01 -0.14 0.516
```
Positions in Å, forces in eV/Å.


(2)
Here is C20H46LuOP4 as an isolated structure at a distorted geometry from OMol25. Energies are from ωB97M-V/def2-TZVPD.

Molecular weight ... 601.45 g/mol
HOMO (spin up / spin down) ... -16.52 / -16.96 eV
LUMO level (spin up / spin down) ... -13.6 / -13.4 eV
Net charge ... +3
HOMO-LUMO gap (spin up / spin down) ... 2.90 / 3.55 eV

```
72
Properties=species:S:1:pos:R:3:forces:R:3:mulliken_charge:R:1
Lu -0.2898 0.0252 0.1183 0.44 -2.09 2.32 1.227
P -1.9593 -2.1000 1.0492 -0.67 -1.36 0.22 0.789
P 1.3183 -0.9813 2.5365 0.68 0.38 0.85 0.932
P 1.5569 -1.8665 -0.7329 0.74 -0.49 -0.49 0.973
H -1.2750 5.5396 -4.6598 0.11 -0.54 -0.17 0.286
C -1.2057 4.5730 -5.1793 0.40 0.62 -0.02 -0.473
C -2.0995 3.5959 -4.9959 0.09 -0.66 0.13 -0.468
H -2.8751 3.6472 -4.2339 -0.04 0.12 -0.34 0.298
C -3.5682 -1.7894 1.8613 -0.06 0.50 0.02 -1.383
C -1.3910 -3.5241 2.0741 0.33 0.12 0.11 -1.187
C -2.5067 -3.0049 -0.4561 0.04 0.31 -0.24 -1.249
C 2.9499 -0.1295 2.6149 -0.17 0.14 -0.23 -1.315
C 0.6923 -0.6595 4.2342 -0.31 0.07 -0.03 -1.349
C 1.8573 -2.7124 2.8113 -0.09 -0.55 -0.30 -1.118
C 1.0336 -1.6725 -2.4911 -0.08 -0.05 -0.12 -1.326
C 1.7409 -3.6913 -0.6179 -0.42 -0.10 -0.02 -1.546
C 3.3139 -1.3385 -0.7963 -0.14 0.33 -0.02 -1.515
H -0.4121 4.4684 -5.9351 -0.41 0.15 0.35 0.299
H -2.0673 2.7231 -5.6586 -0.24 0.31 0.33 0.326
H -4.1140 -1.0122 1.3112 -0.02 -0.17 0.17 0.409
H -3.4045 -1.4357 2.8885 -0.10 -0.14 -0.24 0.357
H -4.1713 -2.7100 1.8782 0.26 0.29 0.01 0.499
H -1.1047 -3.1722 3.0754 -0.13 -0.16 -0.25 0.271
H -0.5192 -4.0182 1.6218 -0.27 0.16 0.14 0.260
H -2.2048 -4.2636 2.1780 0.28 0.38 -0.12 0.538
H -2.7110 -2.2721 -1.2514 -0.12 -0.34 0.06 0.370
H -3.4260 -3.5709 -0.2440 0.35 0.11 -0.14 0.435
H -1.7184 -3.6863 -0.8043 -0.22 0.14 0.07 0.330
H 3.4783 -0.4113 3.5357 -0.15 0.03 -0.24 0.501
H 2.8104 0.9559 2.5856 0.06 -0.20 0.02 0.243
H 3.5489 -0.4126 1.7425 -0.06 0.08 0.26 0.267
H 1.4407 -0.9743 4.9691 -0.09 -0.04 -0.14 0.504
H -0.2295 -1.2240 4.3929 0.07 -0.05 0.07 0.277
H 0.4652 0.3901 4.4103 0.04 -0.29 0.06 0.346
H 2.8910 -2.7346 3.1850 -0.31 0.08 -0.07 0.419
H 1.8095 -3.3053 1.8905 0.05 0.10 0.36 0.005
H 1.2094 -3.1947 3.5565 0.20 0.13 -0.25 0.504
H 1.6317 -2.3671 -3.0954 -0.22 0.26 -0.09 0.588
H 1.1918 -0.6451 -2.8481 0.11 -0.24 0.11 0.145
H -0.0346 -1.9133 -2.6190 0.29 -0.07 0.00 0.412
H 1.9976 -4.0823 -1.6110 -0.02 0.06 0.24 0.500
H 0.7979 -4.1481 -0.2951 0.24 -0.04 -0.10 0.323
H 2.5332 -3.9769 0.0837 -0.20 0.16 -0.18 0.518
H 3.7485 -1.6141 -1.7646 -0.04 -0.03 0.22 0.497
H 3.8986 -1.8022 0.0074 -0.20 0.03 -0.20 0.469
H 3.3599 -0.2515 -0.6726 0.10 -0.15 -0.07 0.341
C -0.0587 1.9982 -2.4246 -1.00 -0.42 4.09 0.146
C 1.0070 2.9010 -2.6234 2.03 0.70 -0.67 -0.178
C 1.7067 2.7734 -3.8190 -0.19 1.54 2.06 -0.670
C 1.2626 1.8846 -4.7952 -0.14 -1.09 -0.72 -0.097
C 0.0389 1.2077 -4.6720 -0.68 -0.09 0.17 -0.678
C -0.7337 1.4703 -3.5410 -0.39 -1.17 -2.48 -0.515
O -0.3779 1.5453 -1.2232 0.21 2.60 -4.69 -0.575
H 1.3112 1.0053 0.4340 0.56 0.09 0.07 -0.187
H 1.3188 3.5393 -1.7897 0.08 -0.28 -0.39 0.543
H 2.5794 3.4021 -3.9859 -0.10 -0.25 0.00 0.553
H 1.8591 1.7566 -5.7004 -0.20 0.01 0.17 0.521
H -0.3105 0.5671 -5.4944 -0.04 0.51 0.43 0.536
H -1.7822 1.2366 -3.4114 0.05 -0.56 -0.16 0.683
C 0.3919 2.5669 2.9878 0.21 -0.09 -0.01 -1.247
P -1.0103 1.7224 2.1453 0.22 1.11 0.64 0.777
C -2.2624 1.4631 3.4403 -0.29 -0.35 0.00 -1.224
C -1.7282 3.1210 1.2219 -0.21 -0.03 -0.32 -1.298
H 0.8923 1.8936 3.7022 -0.18 0.60 -0.43 0.328
H 0.0469 3.4708 3.5268 0.09 -0.46 -0.33 0.486
H 1.1218 2.8432 2.2069 -0.27 0.01 0.39 0.291
H -2.6604 2.4305 3.7748 0.15 -0.24 -0.04 0.469
H -3.0856 0.8641 3.0227 0.16 0.27 0.19 0.307
H -1.8518 0.9191 4.2992 -0.06 0.15 -0.20 0.340
H -1.9082 3.9774 1.8817 -0.02 -0.17 -0.16 0.503
H -1.0787 3.4202 0.3898 -0.09 0.01 0.30 0.258
H -2.6765 2.7703 0.7972 0.01 0.27 0.05 0.398
```
Positions in Å, forces in eV/Å.


(3)
Here is a 3-piece molecular cluster, C20H46N2O4S overall at a distorted geometry from OMol25. Energies are from ωB97M-V/def2-TZVPD.

Molecular weight ... 410.67 g/mol
HOMO ... -8.18 eV
LUMO level ... 0.3 eV
Net charge ... 0
HOMO-LUMO gap ... 8.51 eV
SMILES ... CCCCO[C@@H]1CCOS(=O)(=O)C1.CCN(CC)CC.CCN(CC)CC

```
73
Properties=species:S:1:pos:R:3:forces:R:3:mulliken_charge:R:1
C 5.1664 -2.0914 3.3748 -0.03 0.28 -0.51 -0.758
C 5.1231 -1.4912 1.8442 0.12 0.25 0.30 -0.379
C 4.5962 0.0918 1.8608 -0.26 -0.80 -1.21 -0.758
C 2.9542 0.1640 2.1716 2.55 0.10 0.66 0.241
O 2.3142 0.3891 0.8673 -1.98 -0.94 2.09 -0.419
C 0.8602 0.0529 0.9117 -0.30 0.76 -0.94 0.139
C 0.0294 0.8331 2.0856 -0.50 0.58 0.57 -0.227
C -0.6025 -0.1210 3.2566 -1.43 2.04 0.27 -0.630
O 0.3110 -1.1820 3.7424 -1.23 -0.51 -3.51 -0.378
S 0.2408 -2.3734 2.5090 -0.90 -7.84 3.36 1.140
O 1.2714 -3.4911 2.9309 -2.74 5.17 -1.86 -0.636
O -1.1640 -3.0894 2.5106 4.52 4.03 -0.64 -0.606
C 0.6806 -1.5731 0.8767 0.95 0.18 -1.20 -0.491
H 5.2444 -1.1759 4.1315 0.00 -2.15 -1.51 0.219
H 4.1630 -2.6619 3.5677 2.00 0.99 -0.14 0.179
H 6.0944 -2.8241 3.4794 -2.11 1.58 0.00 0.291
H 6.1932 -1.5473 1.3556 -2.09 0.27 1.02 0.346
H 4.4292 -2.1884 1.1761 1.30 1.69 1.36 0.154
H 4.7708 0.4932 0.7512 -0.49 -0.57 2.50 0.235
H 5.2209 0.7537 2.6147 -1.32 -1.52 -1.50 0.296
H 2.8086 1.0414 2.9479 -0.17 -1.65 -1.72 0.144
H 2.6850 -0.8480 2.6932 0.12 1.83 -1.13 -0.054
H 0.4269 0.4565 -0.1254 1.17 -0.98 2.27 0.325
H -0.8825 1.4051 1.5754 1.94 -1.30 1.13 0.199
H 0.6538 1.6840 2.6422 -1.03 -2.03 -1.59 0.206
H -1.6522 -0.5436 2.8929 2.39 0.48 0.87 0.338
H -0.8232 0.5742 4.1966 0.53 -1.68 -2.00 0.327
H 1.7406 -2.0195 0.5576 -2.33 0.84 1.04 0.273
H -0.0963 -1.9691 0.0787 1.31 0.93 1.97 0.215
C 1.4114 4.8392 0.4349 -0.03 0.07 0.09 -1.265
C 0.1117 5.0330 -0.3424 -0.01 -0.11 0.30 -0.433
N -1.0968 4.9108 0.4788 -0.27 -0.25 -0.03 0.273
C -2.3262 4.8231 -0.3148 0.10 -0.31 -0.02 -0.703
C -2.7143 6.0362 -1.1536 -0.25 0.22 -0.16 -1.045
C -1.1750 5.7829 1.6526 0.28 -0.24 0.15 -0.713
C -1.0898 7.2874 1.4239 -0.08 0.38 0.10 -0.995
H 1.4208 3.8769 0.9577 -0.05 0.12 -0.04 0.170
H 2.2613 4.8542 -0.2552 -0.14 0.00 0.07 0.435
H 1.5737 5.6365 1.1662 -0.01 -0.10 -0.04 0.316
H 0.0898 4.2587 -1.1195 -0.29 0.11 0.09 0.441
H 0.1523 5.9957 -0.8601 0.08 0.15 -0.15 0.246
H -3.1677 4.5684 0.3440 0.25 0.09 0.08 0.390
H -2.2332 3.9607 -0.9910 0.18 0.12 0.13 0.380
H -3.1190 6.8409 -0.5369 0.10 -0.01 -0.08 0.218
H -3.5004 5.7578 -1.8640 0.09 0.01 0.07 0.400
H -1.8761 6.4290 -1.7356 -0.06 -0.04 0.08 0.274
H -0.3730 5.4985 2.3450 0.01 -0.04 -0.20 0.342
H -2.0949 5.5627 2.2106 0.04 -0.11 -0.31 0.388
H -0.3025 7.5632 0.7164 -0.08 -0.07 0.05 0.238
H -0.8642 7.7897 2.3708 -0.01 -0.05 -0.09 0.380
H -2.0373 7.6968 1.0687 0.15 0.01 -0.07 0.266
C -2.3138 -4.6918 -0.6784 0.10 0.04 -0.09 -1.299
C -2.7945 -4.8523 -2.1186 0.16 0.24 0.13 -0.346
N -2.2115 -3.8834 -3.0521 -0.12 0.24 -0.23 0.119
C -2.8792 -3.8670 -4.3570 -0.20 0.20 0.18 -0.667
C -2.7891 -5.1259 -5.2131 0.01 -0.18 -0.32 -0.954
C -0.7490 -3.8279 -3.1008 -0.12 0.15 0.30 0.181
C -0.0033 -5.1089 -3.4560 0.33 -0.20 -0.13 -1.114
H -2.4947 -3.6762 -0.3110 0.05 -0.12 -0.06 0.273
H -2.8561 -5.3854 -0.0276 0.09 0.10 -0.10 0.463
H -1.2481 -4.9168 -0.5751 -0.09 0.04 0.04 0.227
H -3.8834 -4.7177 -2.1051 0.15 0.08 -0.29 0.435
H -2.6098 -5.8820 -2.4379 -0.02 -0.22 -0.01 0.252
H -2.5092 -3.0159 -4.9448 0.12 -0.10 0.22 0.338
H -3.9439 -3.6468 -4.1911 0.19 -0.07 0.18 0.396
H -1.8038 -5.2336 -5.6706 -0.07 -0.08 0.08 0.221
H -3.5128 -5.0673 -6.0334 0.06 0.01 0.10 0.392
H -3.0134 -6.0345 -4.6475 0.04 0.10 -0.03 0.271
H -0.3862 -3.4833 -2.1245 -0.16 -0.10 0.01 -0.478
H -0.4364 -3.0346 -3.7929 -0.31 -0.11 0.00 0.403
H -0.3982 -5.9859 -2.9351 0.00 0.11 -0.04 0.227
H 1.0498 -5.0106 -3.1715 -0.09 -0.02 -0.01 0.441
H -0.0221 -5.3032 -4.5301 -0.05 -0.09 0.12 0.284
```
Positions in Å, forces in eV/Å.